Record 1
Computed, not measured: a molecular structure, C2H5NO2, with ωB97M-V/def2-TZVPD.

## Properties
Molar mass ... 75.1 Da
Lowest unoccupied orbital energy ... 0.17 eV
Highest occupied orbital energy ... -10.200 eV
Total energy ... -284.21683 Ha
Energy above the lowest of the compared OMol25 structures with the same formula, charge and spin ... 157.2 kcal/mol
Kohn-Sham gap ... 10.37 eV

```
! wB97M-V def2-TZVPD RIJCOSX def2/J DEFGRID3
* xyz 0 1
C 1.294 0.415 -0.058
C -0.199 0.575 0.090
H 0.555 -1.164 -0.326
H 1.817 0.449 1.027
H 1.536 1.060 -0.796
H -0.550 1.696 -0.194
H -2.716 -1.256 0.457
N -0.946 -0.519 0.212
O 1.646 -1.033 -0.159
O -2.436 -0.223 -0.253
*
```



Record 2
Computed, not measured: a molecular structure, C4H2EuO2, with ωB97M-V/def2-TZVPD.

## Properties
Molar mass ... 234.0 Da
Lowest unoccupied orbital energy (alpha / beta) ... -10.18 / -9.95 eV
Highest occupied orbital energy (alpha / beta) ... -16.679 / -16.687 eV
Total energy ... -1013.57387 Ha
<S²> ... 15.759
Energy above the lowest of the compared OMol25 structures with the same formula, charge and spin ... 61.5 kcal/mol
Kohn-Sham gap (alpha / beta) ... 6.50 / 6.74 eV

```
! wB97M-V def2-TZVPD RIJCOSX def2/J DEFGRID3
* xyz 2 8
O 1.168 -1.821 -0.184
C 0.064 -1.357 -0.135
H -0.849 -1.987 -0.191
C 0.206 1.001 1.966
C -0.237 0.447 0.950
C -0.323 0.284 -0.477
O 0.228 1.025 -1.290
Eu -0.864 1.331 -3.606
H 0.608 1.077 2.967
*
```



Record 3
Computed, not measured: 4 unconnected molecules or ions with the total composition C2H12O4, with ωB97M-V/def2-TZVPD.

## Properties
Molar mass ... 100.1 Da
Lowest unoccupied orbital energy (alpha / beta) ... 3.64 / 3.49 eV
Highest occupied orbital energy (alpha / beta) ... 0.349 / -7.140 eV
Total energy ... -384.31210 Ha
<S²> ... 0.751
Energy above the lowest of the compared OMol25 structures with the same formula, charge and spin ... 0.0 kcal/mol
Kohn-Sham gap (alpha / beta) ... 3.29 / 10.63 eV

```
! wB97M-V def2-TZVPD RIJCOSX def2/J DEFGRID3
* xyz -1 2
C -0.167 1.820 -1.045
O -0.387 0.802 -2.068
C 1.326 2.012 -0.773
H -0.651 2.674 -1.488
H -0.601 1.430 -0.122
H -0.214 -0.031 -1.601
H 1.507 3.043 -0.460
H 1.718 1.317 -0.034
H 1.884 1.853 -1.698
H 0.714 -1.730 2.344
H 1.737 -1.308 1.306
O 1.548 -1.247 2.246
H -1.705 -3.001 -0.333
H -1.374 -1.802 -1.359
O -1.251 -2.141 -0.467
H -1.049 -0.558 1.765
H -1.726 -1.791 1.509
O -1.311 -1.342 2.279
*
```



Record 4
Computed, not measured: 2 unconnected molecules or ions with the total composition C5H7NO, with ωB97M-V/def2-TZVPD.

## Properties
Molar mass ... 97.1 Da
Lowest unoccupied orbital energy (alpha / beta) ... -0.32 / -0.45 eV
Highest occupied orbital energy (alpha / beta) ... -8.145 / -8.730 eV
Total energy ... -324.49414 Ha
Energy above the lowest of the compared OMol25 structures with the same formula, charge and spin ... 144.5 kcal/mol
Kohn-Sham gap (alpha / beta) ... 7.82 / 8.28 eV

```
! wB97M-V def2-TZVPD RIJCOSX def2/J DEFGRID3
* xyz 0 1
C -2.074 -0.268 -0.112
C -1.019 -0.876 0.504
C 0.778 0.018 -0.214
C 2.026 -0.149 0.523
O 1.660 -0.862 -0.688
C 0.164 1.215 -0.993
N 1.030 2.020 -1.206
H -0.956 1.068 -1.124
H -2.614 0.550 0.361
H -2.494 -0.659 -1.036
H -0.779 -0.630 1.538
H -0.658 -1.840 0.149
H 2.831 0.567 0.384
H 2.033 -0.758 1.426
*
```



Record 5
Computed, not measured: a gas-phase ion, C7H6N3S (charge +1), with ωB97M-V/def2-TZVPD.

## Properties
Molar mass ... 164.2 Da
Lowest unoccupied orbital energy (alpha / beta) ... -5.45 / -5.45 eV
Highest occupied orbital energy (alpha / beta) ... -13.180 / -13.183 eV
Total energy ... -832.42983 Ha
Energy above the lowest of the compared OMol25 structures with the same formula, charge and spin ... 0.0 kcal/mol
Kohn-Sham gap (alpha / beta) ... 7.73 / 7.73 eV

```
! wB97M-V def2-TZVPD RIJCOSX def2/J DEFGRID3
* xyz 1 1
C -1.036 0.979 -1.281
C -2.062 0.655 -0.420
C 0.266 0.490 -0.923
C -1.944 0.111 0.782
C 0.389 -0.184 0.285
C -0.680 -0.300 1.204
C 1.410 -1.501 1.935
N 2.178 -3.292 3.175
N 1.558 -0.917 0.729
N 2.386 -2.316 2.454
S -0.210 -1.270 2.577
H -1.066 1.640 -2.238
H -3.100 0.804 -0.675
H 1.038 0.527 -1.713
H -2.852 -0.050 1.339
H 2.342 -0.813 -0.011
H 3.327 -2.043 2.076
*
```



Record 6
Computed, not measured: a molecular structure, C3H2FMgO2, with ωB97M-V/def2-TZVPD.

## Properties
Molar mass ... 113.4 Da
Lowest unoccupied orbital energy (alpha / beta) ... 2.63 / 2.63 eV
Highest occupied orbital energy (alpha / beta) ... -3.917 / -3.917 eV
Total energy ... -565.88865 Ha
Energy above the lowest of the compared OMol25 structures with the same formula, charge and spin ... 0.0 kcal/mol
Kohn-Sham gap (alpha / beta) ... 6.55 / 6.54 eV

```
! wB97M-V def2-TZVPD RIJCOSX def2/J DEFGRID3
* xyz -1 1
C 0.301 0.263 -0.259
O -1.619 -0.503 0.122
C -0.330 -0.761 0.656
C -0.949 0.415 -0.719
O -0.071 -1.675 1.373
Mg 2.226 -2.272 2.609
H 1.331 0.500 -0.594
H -1.520 1.092 -1.353
F 0.631 2.942 -1.835
*
```